(1)
Molecular formula: C23H28N3O4Y
Method: DFT, ωB97M-V/def2-TZVPD

CARTESIAN COORDINATES (ANGSTROEM)
Y: 12.251 8.621 9.268
O: 13.211 9.943 10.327
O: 13.550 10.149 6.684
O: 17.305 11.990 8.604
O: 11.298 8.991 7.480
N: 7.962 5.234 9.041
N: 17.052 4.231 11.941
N: 8.241 3.641 6.732
C: 12.225 5.797 9.259
C: 7.165 5.517 8.018
C: 14.593 11.107 7.291
C: 6.679 6.910 8.063
C: 6.240 4.491 4.747
C: 12.552 4.768 11.526
C: 10.412 5.253 9.891
C: 9.099 5.741 9.326
C: 6.878 5.472 11.788
C: 11.038 10.185 6.836
C: 6.368 5.168 5.978
C: 8.315 3.379 5.343
C: 9.247 7.157 8.997
C: 7.925 7.674 8.384
C: 7.438 3.797 4.371
C: 17.712 11.818 7.618
C: 15.076 5.278 10.925
C: 6.245 6.512 11.596
C: 16.396 4.889 11.172
C: 11.812 5.074 10.289
C: 13.928 4.938 11.234
C: 7.306 4.673 6.999
C: 12.401 10.919 6.343
H: 15.105 11.523 6.441
H: 10.346 10.759 7.437
H: 9.986 7.444 8.168
H: 16.779 9.275 9.103
H: 5.643 7.083 7.734
H: 15.240 10.264 7.766
H: 9.445 7.864 9.867
H: 12.277 10.893 5.257
H: 13.812 11.670 7.961
H: 6.507 7.685 11.424
H: 8.302 8.512 7.744
H: 9.149 2.779 5.286
H: 5.288 4.372 4.136
H: 10.477 10.020 5.875
H: 7.590 4.739 11.078
H: 17.606 4.391 10.806
H: 12.483 11.998 6.652
H: 5.117 6.733 11.604
H: 13.063 6.469 9.312
H: 7.578 4.495 9.789
H: 11.967 3.905 11.796
H: 9.081 3.672 7.174
H: 16.213 8.850 9.383
H: 7.703 3.801 3.253
H: 14.027 10.055 10.698
H: 6.041 6.168 6.260
H: 7.101 5.142 12.710
H: 12.067 5.657 8.052

Values from the calculation:
- HOMO energy (spin up / spin down): -11.56 / -11.58 eV
- Net charge: +2
- HOMO-LUMO gap (spin up / spin down): 4.2 / 4.2 eV
- Energy above the lowest of the compared OMol25 structures with the same formula, charge and spin: 2398.7 kJ/mol
- E: -37966.03268 eV

Atom-resolved charges from Mulliken, all expressed in e: Y 1.55; O -0.72; O -0.47; O -0.04; O -0.52; N 0.18; N -0.23; N -0.23; C -1.24; C -0.46; C -0.27; C -1.10; C -0.53; C -1.36; C -0.05; C 0.42; C -0.33; C -0.49; C -0.62; C -0.39; C 0.57; C -1.05; C -0.45; C 0.06; C -0.13; C -0.35; C 0.13; C 0.45; C 0.80; C 1.27; C -0.62; H 0.35; H 0.41; H 0.20; H 0.10; H 0.60; H -0.09; H 0.44; H 0.27; H 0.33; H 0.19; H 0.31; H 0.45; H 0.37; H 0.30; H 0.11; H 0.44; H 0.40; H 0.26; H 0.47; H 0.19; H 0.35; H 0.28; H -0.11; H 0.32; H 0.28; H 0.41; H 0.40; H 0.16

(2)
Molecular formula: C4H29NO10S2
Method: DFT, ωB97M-V/def2-TZVPD

CARTESIAN COORDINATES (ANGSTROEM)
S: -0.938 -2.469 -2.107
S: 1.095 -2.845 -2.329
O: 3.203 1.160 0.364
O: -3.427 3.435 2.795
O: -3.527 1.190 -1.928
O: -0.230 4.105 2.932
O: 0.247 1.582 2.970
O: -1.829 0.740 1.665
O: 0.192 -1.064 2.104
O: -1.340 4.241 -0.238
O: -0.462 2.539 -2.661
O: 1.946 -4.383 1.590
N: 0.912 -0.219 -0.818
C: -1.544 -2.403 -0.404
C: 2.241 -0.776 -1.025
C: 2.272 -2.316 -0.992
C: 3.250 -0.284 0.080
H: 0.845 0.620 -1.259
H: -1.316 3.898 -1.163
H: 0.446 2.682 -2.475
H: -0.367 4.037 1.956
H: -4.064 2.727 2.818
H: 3.257 -2.716 -1.212
H: -0.634 -0.723 2.062
H: 3.120 -0.653 1.081
H: 2.632 -0.466 -2.163
H: -1.118 -3.277 0.202
H: 0.900 2.261 3.050
H: 2.064 -2.727 0.018
H: -2.780 2.976 2.444
H: -1.056 4.703 3.203
H: 2.277 1.405 0.674
H: 1.265 -3.884 1.902
H: -2.593 -2.563 -0.214
H: -0.775 2.062 -1.977
H: -3.039 0.516 -2.351
H: -4.454 1.043 -1.949
H: 4.340 -0.432 -0.449
H: -1.916 0.905 0.636
H: -0.336 1.717 3.791
H: 0.705 -0.111 0.113
H: 0.551 -1.391 2.882
H: -1.996 5.011 -0.351
H: 1.945 -4.639 0.696
H: -1.174 -1.383 0.012
H: -1.118 1.282 2.028

Values from the calculation:
- SMILES: CSSC[C@@H](N)CO.O.O.O.O.O.O.O.O.O
- HOMO energy: -7.65 eV
- Net charge: 0
- HOMO-LUMO gap: 7.6 eV
- Energy above the lowest of the compared OMol25 structures with the same formula, charge and spin: 452.4 kJ/mol
- E: -48250.62995 eV

Atom-resolved charges from natural (NBO), all expressed in e: S 0.08; S 0.05; O -0.74; O -0.92; O -0.96; O -0.98; O -0.96; O -1.01; O -0.98; O -0.98; O -0.92; O -0.95; N -0.85; C -0.78; C -0.07; C -0.54; C -0.09; H 0.35; H 0.49; H 0.47; H 0.49; H 0.47; H 0.24; H 0.50; H 0.19; H 0.20; H 0.22; H 0.50; H 0.23; H 0.46; H 0.49; H 0.46; H 0.48; H 0.24; H 0.46; H 0.48; H 0.48; H 0.19; H 0.49; H 0.49; H 0.37; H 0.48; H 0.48; H 0.48; H 0.23; H 0.50

(3)
Molecular formula: C25H38N6O2RuSSi
Method: DFT, ωB97M-V/def2-TZVPD

CARTESIAN COORDINATES (ANGSTROEM)
Ru: -0.327 0.547 -0.474
S: -2.239 -0.347 -1.385
Si: 2.487 1.792 0.590
O: 0.768 0.063 -2.202
O: -0.499 1.821 -2.644
N: 1.409 0.335 0.642
N: -2.274 -2.570 0.080
N: -2.552 2.071 3.058
N: 1.842 0.163 -4.724
N: -1.380 -2.742 -2.125
N: -1.261 1.247 1.147
C: -1.922 -2.090 -1.104
C: -1.607 -4.686 -0.787
C: -3.124 2.390 5.414
C: 2.313 -3.362 2.264
C: 1.832 -1.315 -5.060
C: 0.390 0.585 -4.487
C: -1.868 1.630 2.058
C: 2.990 2.215 2.316
C: 3.025 -1.153 1.653
C: 1.006 -3.083 1.839
C: -0.443 -0.633 -4.935
C: 0.514 -1.468 -5.789
C: -0.600 -4.819 -3.102
C: 0.204 0.888 -3.019
C: 1.417 3.143 -0.094
C: -3.261 3.885 5.128
C: -3.770 2.894 2.840
C: -3.684 4.167 3.667
C: 0.702 -1.858 1.310
C: -2.116 -3.892 0.219
C: -1.219 -4.064 -1.967
C: 1.707 -0.849 1.180
C: 3.313 -2.388 2.171
C: 3.906 1.476 -0.556
C: -2.142 1.741 4.455
H: 0.592 -1.072 -6.804
H: -2.980 4.852 3.194
H: 2.728 -1.559 -5.625
H: -4.661 4.647 3.627
H: 1.830 -1.842 -4.108
H: 3.539 1.101 -1.514
H: -0.781 -5.888 -3.020
H: -1.327 -0.311 -5.480
H: -0.768 -1.199 -4.060
H: 2.020 4.054 -0.153
H: -2.418 -4.315 1.171
H: 1.032 2.964 -1.102
H: -1.139 2.138 4.618
H: 0.185 1.478 -5.072
H: -2.755 2.226 6.426
H: 4.631 0.758 -0.172
H: -2.302 4.365 5.332
H: -2.115 0.658 4.570
H: 2.549 -4.334 2.678
H: -3.977 4.324 5.820
H: -0.322 -1.636 1.030
H: 3.800 -0.405 1.582
H: 0.571 3.365 0.561
H: 2.229 0.693 -5.504
H: 0.215 -2.511 -5.860
H: 4.315 -2.610 2.512
H: 3.713 3.035 2.292
H: -4.633 2.289 3.118
H: 3.449 1.386 2.855
H: 0.234 -3.833 1.940
H: 0.480 -4.657 -3.101
H: -3.843 3.106 1.775
H: -4.093 1.890 5.352
H: 2.124 2.554 2.888
H: 4.434 2.416 -0.732
H: -1.516 -5.756 -0.663
H: 2.417 0.352 -3.902
H: -0.993 -4.457 -4.051

Values from the calculation:
- HOMO energy (spin up / spin down): -13.65 / -13.80 eV
- Net charge: +2
- HOMO-LUMO gap (spin up / spin down): 8.5 / 6.2 eV
- Energy above the lowest of the compared OMol25 structures with the same formula, charge and spin: 79.1 kJ/mol
- E: -60859.44376 eV
- Spin multiplicity: 5
- ⟨S²⟩: 6.05

Atom-resolved charges from Mulliken, all expressed in e: Ru 0.70; S -0.38; Si -0.05; O -0.76; O -0.64; N 0.27; N -0.40; N 0.17; N -0.07; N -0.17; N -0.43; C 0.52; C -0.61; C -0.83; C -0.52; C -0.42; C 0.00; C 0.21; C -1.07; C -0.25; C -0.83; C 0.07; C -0.76; C -1.17; C 0.39; C -0.91; C -0.56; C -0.78; C -0.55; C 0.01; C -0.45; C 0.81; C 0.96; C -1.06; C -0.64; C -0.54; H 0.32; H 0.25; H 0.47; H 0.35; H 0.19; H -0.07; H 0.43; H 0.41; H -0.27; H 0.49; H 0.50; H 0.25; H 0.36; H 0.51; H 0.39; H 0.37; H 0.31; H 0.41; H 0.43; H 0.32; H 0.49; H 0.26; H 0.25; H 0.47; H 0.38; H 0.44; H 0.38; H 0.34; H 0.40; H 0.44; H 0.23; H 0.44; H 0.34; H 0.28; H 0.40; H 0.44; H 0.08; H 0.28

(4)
Molecular formula: C35H38ClN3O2PdS5
Method: DFT, ωB97M-V/def2-TZVPD

CARTESIAN COORDINATES (ANGSTROEM)
Pd: 0.600 0.235 -0.083
Cl: 0.959 -3.855 -5.153
S: -0.439 -1.788 -0.328
S: 0.693 -0.607 3.084
S: -2.446 3.088 -1.406
S: -0.734 1.126 -5.112
S: 0.358 4.670 -2.249
O: 1.414 -0.292 1.759
O: 0.556 0.694 -1.940
N: -1.518 1.064 1.209
N: -2.872 -0.779 0.674
N: -3.006 -2.255 -0.899
C: 1.185 0.758 5.422
C: 2.631 -2.545 -1.847
C: 1.133 5.290 -0.858
C: -4.296 -1.981 -0.496
C: -2.447 0.221 1.611
C: 1.509 4.302 -0.002
C: 0.732 -2.411 3.227
C: -3.937 2.273 -1.506
C: -4.217 -1.049 0.469
C: -1.602 1.789 -2.144
C: -2.747 1.326 3.685
C: 2.081 -3.368 -2.777
C: 1.377 2.379 -4.446
C: 0.422 1.446 -6.328
C: 3.276 -2.800 3.014
C: 1.688 -2.823 -4.022
C: 0.180 -0.048 6.235
C: -1.197 2.063 2.033
C: 3.258 -0.282 -1.190
C: -1.797 2.246 3.268
C: 1.150 3.018 -0.496
C: -2.460 0.770 -2.451
C: 0.223 1.888 -3.902
C: 1.495 2.126 -5.840
C: -3.080 0.277 2.844
C: -0.107 1.850 -2.418
C: -2.136 -1.525 -0.181
C: 1.870 -1.477 -4.354
C: -3.805 1.050 -2.095
C: 2.436 -0.652 -3.422
C: -2.641 -3.205 -1.944
C: 1.880 -0.079 4.355
C: 1.877 -3.094 2.492
C: 0.506 3.052 -1.700
C: 2.818 -1.154 -2.138
H: 0.224 1.161 -7.349
H: -3.228 1.424 4.649
H: 3.559 -1.758 2.853
H: 1.297 6.351 -0.759
H: 1.801 -2.826 1.436
H: 3.501 -0.609 -0.184
H: -0.623 -0.444 5.605
H: 1.958 1.161 6.078
H: 2.934 -2.926 -0.879
H: 3.406 0.762 -1.440
H: 2.355 -0.959 4.784
H: 0.664 -0.891 6.733
H: -3.541 -3.461 -2.496
H: 1.931 -4.422 -2.592
H: 4.008 -3.422 2.500
H: -0.283 0.566 7.006
H: -5.149 -2.456 -0.947
H: -0.225 -2.735 2.813
H: -4.842 2.751 -1.166
H: 3.363 -3.020 4.080
H: 0.699 1.615 4.951
H: -4.987 -0.521 1.001
H: -1.528 3.094 3.883
H: 2.040 4.478 0.921
H: -4.638 0.393 -2.298
H: -0.448 2.756 1.665
H: 2.118 2.917 -3.872
H: 2.625 0.487 3.794
H: 0.724 -2.619 4.300
H: -2.141 -0.150 -2.923
H: 2.320 2.462 -6.450
H: -2.211 -4.105 -1.509
H: -1.916 -2.743 -2.611
H: -3.808 -0.468 3.133
H: 1.409 2.099 0.037
H: 1.553 -1.102 -5.317
H: 2.580 0.396 -3.640
H: 1.677 -4.166 2.553

Values from the calculation:
- HOMO energy: -13.01 eV
- Net charge: +2
- HOMO-LUMO gap: 5.5 eV
- Energy above the lowest of the compared OMol25 structures with the same formula, charge and spin: 54.0 kJ/mol
- E: -115639.76332 eV

Atom-resolved charges from Mulliken, all expressed in e: Pd 1.41; Cl -0.14; S -0.22; S 1.04; S -0.09; S -0.01; S 0.09; O -0.93; O -0.49; N 0.77; N 0.66; N 0.55; C -0.29; C -0.32; C -0.65; C -0.83; C -0.16; C -0.89; C -1.39; C -0.67; C -0.41; C -0.45; C -0.86; C -0.85; C -1.04; C -0.57; C -1.41; C 0.49; C -1.12; C -0.36; C -1.31; C -0.90; C -1.38; C -0.27; C -0.44; C -0.80; C -0.85; C 3.85; C -0.41; C -0.91; C -1.15; C -0.33; C -0.89; C -1.01; C 0.57; C -0.99; C 1.05; H 0.52; H 0.50; H 0.26; H 0.52; H -0.54; H 0.29; H 0.23; H 0.44; H 0.53; H 0.41; H 0.39; H 0.34; H 0.32; H 0.50; H 0.44; H 0.38; H 0.49; H 0.43; H 0.51; H 0.38; H 0.24; H 0.55; H 0.57; H 0.50; H 0.58; H 0.24; H 0.71; H 0.42; H 0.64; H 0.78; H 0.45; H 0.34; H 0.33; H 0.67; H 1.12; H 0.61; H 0.63; H 0.56

(5)
Molecular formula: C3H6N
Method: DFT, ωB97M-V/def2-TZVPD

CARTESIAN COORDINATES (ANGSTROEM)
N: 0.808 -0.150 -0.446
C: -0.324 -0.570 -0.730
C: 1.781 0.483 0.131
C: -1.290 -0.013 0.339
H: -0.685 0.368 1.238
H: 2.048 0.126 1.036
H: -0.417 -1.487 -1.416
H: 2.356 1.114 -0.591
H: -2.111 0.970 -0.074
H: -2.167 -0.843 0.513

Values from the calculation:
- HOMO energy: -16.55 eV
- Net charge: +1
- HOMO-LUMO gap: 10.7 eV
- Energy above the lowest of the compared OMol25 structures with the same formula, charge and spin: 218.6 kJ/mol
- E: -4687.85074 eV

Atom-resolved charges from natural (NBO), all expressed in e: N -0.24; C 0.22; C 0.07; C -0.70; H 0.26; H 0.23; H 0.29; H 0.27; H 0.30; H 0.30